(1)
The following is a DFT calculation (ωB97M-V/def2-TZVPD) of the molecule C3H7NO2.

Values from the calculation:
- LUMO (eV) = 0.74
- structure (SMILES) = C[C@@H](O)C(N)=O

Structure (XYZ):
```
13
C3H7NO2 (ωB97M-V/def2-TZVPD)
C 1.69 -0.27 0.13
C 0.31 0.40 0.55
O -0.03 1.76 0.39
C -0.70 -0.53 -0.09
O -0.50 -1.72 -0.19
N -1.80 0.09 -0.76
H 1.80 -1.08 0.86
H 2.57 0.38 0.21
H 1.74 -0.80 -0.84
H 0.35 0.28 1.64
H -0.76 1.84 -0.26
H -2.59 0.22 -0.14
H -2.08 -0.56 -1.50
```

Computed natural (NBO) charges, given in elementary charges: number 1, C, carries -0.623; number 2, C, carries -0.007; number 3, O, carries -0.717; number 4, C, carries 0.668; number 5, O, carries -0.556; number 6, N, carries -0.902; number 7, H, carries 0.224; number 8, H, carries 0.219; number 9, H, carries 0.218; number 10, H, carries 0.197; number 11, H, carries 0.490; number 12, H, carries 0.394; number 13, H, carries 0.394

(2)
The following is a DFT calculation (ωB97M-V/def2-TZVPD) of a cluster of 2 separate species, C3H7NO2 in total.

Values from the calculation:
- LUMO (eV) = 0.88
- structure (SMILES) = C=CN.O=CO

Structure (XYZ):
```
13
C3H7NO2 (ωB97M-V/def2-TZVPD)
C 0.34 1.20 -1.59
C 0.15 2.50 -1.44
N -0.65 0.26 -1.26
H 1.24 0.75 -2.00
H 0.83 3.29 -1.69
H -0.75 2.82 -0.92
H -1.58 0.65 -1.25
H 0.35 -0.73 0.19
H -0.59 -0.61 -1.77
O 0.95 -1.17 0.84
C 0.18 -1.49 1.88
O -1.00 -1.34 1.92
H 0.77 -1.87 2.72
```

Computed natural (NBO) charges, given in elementary charges: number 1, C, carries -0.003; number 2, C, carries -0.495; number 3, N, carries -0.843; number 4, H, carries 0.195; number 5, H, carries 0.214; number 6, H, carries 0.187; number 7, H, carries 0.390; number 8, H, carries 0.505; number 9, H, carries 0.383; number 10, O, carries -0.700; number 11, C, carries 0.648; number 12, O, carries -0.589; number 13, H, carries 0.108

Number 1: strongest force on any atom 0.8 eV/A, HOMO -10.061 eV, frontier orbital gap 10.80 eV. Number 2: strongest force on any atom 0.8 eV/A, HOMO -8.904 eV, frontier orbital gap 9.78 eV.